(1)
{
  "formula": "C7H10OS",
  "method": "ωB97M-V/def2-TZVPD",
  "orbital_gap_ev": [6.634, 7.314],
  "spin_multiplicity": 3,
  "homo_ha": [-0.2181, -0.3115],
  "e_lumo_ev": [0.7, -1.2],
  "e_tot_ev": -20297.358,
  "elements": ["H", "S", "O", "H", "C", "C", "C", "H", "C", "H", "C", "C", "H", "H", "H", "H", "C", "H", "H"],
  "positions_angstrom": [[1.41611, -2.10043, -0.93749], [-1.28547, 0.07805, -0.50992], [-3.92722, -0.63672, 0.50898], [1.09551, 2.75549, -0.32177], [-0.70441, 1.80605, -0.42699], [0.61364, -1.92632, -0.26573], [0.60396, 1.80863, -0.08769], [2.93728, -0.77424, -0.27957], [1.17601, 0.49017, 0.08011], [0.95709, -2.39268, 0.61596], [-3.16378, 0.48465, 0.71991], [2.62376, 0.22933, 0.15369], [3.13750, 1.08216, -0.33899], [-0.32500, -2.52655, -0.60404], [3.00514, 0.03282, 1.12253], [-1.50956, 2.47071, -0.62214], [0.29247, -0.51961, -0.05114], [-2.64733, 0.15482, 1.64182], [-4.29569, -0.51635, -0.39751]],
  "forces_ev_per_a": [[0.577, 0.128, -1.130], [1.531, 1.281, -0.279], [-1.142, 1.430, -2.251], [0.610, -0.391, 0.846], [-0.952, -3.533, 0.372], [-2.484, -1.796, -0.230], [-0.284, 0.501, -1.235], [-0.570, 1.348, -0.386], [0.020, 0.905, 0.160], [0.200, -0.653, 1.365], [0.130, -2.527, 2.484], [1.135, -0.679, -1.255], [0.158, -0.803, 0.432], [1.675, 1.009, 0.458], [0.296, 0.650, 1.436], [0.122, 0.991, -0.090], [-1.246, 1.021, -1.376], [0.113, 1.892, 0.010], [0.109, -0.775, 0.669]],
  "lowdin_charge": [0.06, 1.03, -0.14, 0.11, -0.29, -0.12, -0.14, 0.09, -0.35, 0.06, -0.21, -0.05, 0.09, 0.11, 0.06, 0.05, -0.52, 0.05, 0.10]
}

***

(2)
{
  "formula": "C7H10S",
  "method": "ωB97M-V/def2-TZVPD",
  "smiles": "C[C@@]12C[C@H]1C=CCS2",
  "orbital_gap_ev": 9.549,
  "homo_ha": -0.3181,
  "e_lumo_ev": 0.9,
  "e_tot_ev": -18250.311,
  "elements": ["C", "H", "C", "C", "H", "C", "H", "H", "H", "H", "S", "H", "H", "C", "H", "H", "C", "C"],
  "positions_angstrom": [[0.78991, 1.42812, -0.08777], [2.22630, -0.76266, -1.32985], [-0.90118, -0.60146, -0.00259], [-1.76478, 0.14392, -1.15442], [0.29501, 0.12136, -1.54982], [1.84702, -0.87738, -0.31370], [-1.78701, -1.05046, 1.76822], [-1.66468, -0.38802, -2.21074], [-2.38844, 0.46119, 1.28779], [2.80850, 0.82806, 0.97292], [0.28277, -1.97294, -0.11524], [-2.75024, 0.19467, -0.72683], [2.57618, -1.24120, 0.32571], [-1.34460, -0.23874, 1.42167], [-0.46632, 0.34213, 2.16940], [0.70308, 2.44652, 0.04587], [1.93152, 0.66261, 0.24957], [-0.39305, 0.50428, -0.75019]],
  "forces_ev_per_a": [[1.133, -4.071, 0.427], [-0.326, -0.649, -0.103], [0.522, -0.399, 0.666], [0.816, -3.342, -1.553], [-1.292, 0.218, 0.190], [-0.690, 2.558, 0.939], [-1.303, -3.812, 2.600], [-0.835, 1.203, 2.398], [3.149, -1.184, 0.599], [-1.524, 0.429, -1.571], [0.624, 1.336, -0.186], [-0.111, 1.261, -0.248], [1.448, -1.813, 0.676], [0.282, 6.130, -1.278], [-2.776, -1.994, -2.381], [-0.245, 2.032, 0.635], [-3.948, -0.637, -0.919], [5.076, 2.734, -0.893]],
  "lowdin_charge": [-0.01, 0.07, -0.76, -0.01, 0.11, -0.41, -0.02, 0.14, 0.14, 0.11, 0.88, 0.07, 0.01, -0.10, 0.16, 0.05, -0.08, -0.36]
}

***

Calculated values (kcal/mol) of ΔE to the lowest compared entry with this formula, charge and spin for the records, taken in order: 50.3 136.2.